Record 1
{
  "formula": "C5H9O3",
  "method": "wB97M-V/def2-TZVPD",
  "mol_weight_g_mol": 117.1,
  "s2": 0.7751,
  "multiplicity": 2,
  "homo_ev": [-8.87, -9.02],
  "energy_ev": -11457.2465,
  "charge": 0,
  "lumo_energy_ev": [-5.08, -5.09],
  "species": ["O", "C", "O", "C", "C", "C", "C", "O", "H", "H", "H", "H", "H", "H", "H", "H", "H"],
  "xyz": [[0.96588, 1.80435, -2.67890], [1.12012, 1.10442, -1.57906], [-2.18071, -1.88096, -1.14111], [0.03548, 0.08127, -1.13403], [0.27147, -0.21736, 0.25243], [-0.96844, -0.66076, 1.03059], [-0.13769, 0.67186, 1.21835], [1.74170, 0.27269, 2.99811], [-0.97278, 0.54371, -1.30628], [2.06608, 0.44134, -1.62758], [-0.70843, -1.66014, 1.40124], [1.97850, 0.60944, 3.86271], [-2.93031, -2.16619, -1.61130], [1.07232, 1.77236, -0.63377], [-1.89313, -0.62432, 0.47216], [0.46928, 0.75072, 2.19111], [0.07065, -0.84242, -1.71468]],
  "forces_ev_per_a": [[-0.11, -0.03, -0.41], [0.56, -0.39, 1.98], [1.98, 1.50, 1.09], [0.03, -1.80, -2.35], [-2.53, 5.34, 0.09], [-0.20, -1.33, 0.06], [2.04, -5.04, -0.53], [-1.29, 0.21, -1.66], [0.38, -0.39, 0.30], [-0.64, 1.49, 0.08], [-0.91, 0.69, 1.83], [-0.20, 0.16, 0.38], [-1.66, -0.95, -0.97], [1.08, -0.12, -1.30], [0.03, -0.17, -0.48], [1.60, 0.62, 2.15], [-0.17, 0.21, -0.28]]
}



Record 2
{
  "formula": "C5H9O3Zn",
  "method": "wB97M-V/def2-TZVPD",
  "mol_weight_g_mol": 182.5,
  "s2": 0.7513,
  "multiplicity": 2,
  "homo_ev": [-6.88, -9.30],
  "energy_ev": -59889.3701,
  "charge": 0,
  "lumo_energy_ev": [0.67, -0.12],
  "species": ["O", "C", "O", "C", "C", "H", "C", "H", "H", "H", "C", "H", "H", "H", "H", "H", "Zn", "O"],
  "xyz": [[1.06815, 1.80149, -0.60165], [0.57530, 0.72678, -0.24850], [-0.62580, 0.45797, -0.69140], [-1.64589, -0.11597, 0.15729], [1.40760, -0.42601, 0.46818], [0.73627, -1.04526, 1.09289], [2.20389, -1.30111, -0.49893], [1.64311, -2.18489, -0.83165], [2.46595, -0.74459, -1.40939], [3.12035, -1.63596, 0.00777], [-2.91901, 0.66362, -0.05041], [-1.30508, -0.05193, 1.19919], [-1.77795, -1.17178, -0.10351], [-2.90088, 1.60714, 0.50947], [-3.76210, 0.06115, 0.31307], [-3.07993, 0.87786, -1.11504], [2.64250, 2.05043, 0.54718], [2.15354, 0.43110, 1.25545]],
  "forces_ev_per_a": [[-1.01, -0.86, -0.14], [0.15, -1.83, -1.58], [-1.13, 0.52, -0.26], [0.32, -0.44, 0.31], [-0.74, 2.72, 0.36], [0.10, 0.18, -0.28], [-0.11, -0.02, -0.45], [0.03, 0.19, 0.18], [0.18, -0.06, 0.29], [-0.31, 0.19, -0.11], [-0.35, 0.11, 0.07], [-0.15, -0.10, -0.23], [0.12, 0.18, -0.05], [0.00, -0.18, -0.25], [0.14, 0.20, -0.06], [0.07, -0.10, 0.30], [1.54, 1.26, 0.36], [1.15, -1.96, 1.52]]
}



Record 3
{
  "formula": "C5H9O5S",
  "method": "wB97M-V/def2-TZVPD",
  "mol_weight_g_mol": 181.2,
  "homo_ev": -3.02,
  "energy_ev": -26401.7268,
  "charge": -1,
  "lumo_energy_ev": 3.83,
  "species": ["C", "C", "C", "C", "C", "O", "O", "O", "O", "O", "S", "H", "H", "H", "H", "H", "H", "H", "H", "H"],
  "xyz": [[-0.53110, -1.43502, 0.31961], [0.92100, -1.60819, -0.20555], [0.75032, 0.56055, -1.13355], [-0.71252, 0.07696, 0.53895], [-0.16678, 0.96251, -2.26035], [0.66746, -0.37981, 2.93177], [1.22777, 1.64826, 1.79450], [-1.06541, 1.34939, 2.66199], [1.07532, -0.77925, -1.29152], [-1.78810, 0.71786, 0.43787], [0.23687, 0.66895, 2.06475], [-1.27684, -1.61410, -0.56902], [-0.54619, -1.99633, 1.32715], [1.73452, -1.21978, 0.43028], [1.00957, -2.70887, -0.32485], [1.58245, 1.15581, -0.80407], [0.23887, 0.67465, -3.37137], [-0.50944, 2.09149, -2.26673], [-1.07706, 0.39268, -2.27028], [-1.77070, 1.44223, 1.99043]],
  "forces_ev_per_a": [[0.30, 1.11, 0.03], [-0.68, 0.35, 1.52], [-3.00, -1.21, 1.89], [2.09, 0.38, -1.33], [0.67, 1.72, -2.35], [-0.05, -1.08, 0.99], [0.84, 1.38, -0.23], [0.75, 0.62, 2.26], [0.76, -1.20, -3.22], [-0.78, -0.31, -0.39], [-1.89, -0.17, -1.53], [1.22, -0.54, 2.00], [-0.81, 0.59, -1.71], [-0.62, -0.81, 1.14], [0.63, 0.71, -0.96], [0.22, 0.47, -0.08], [-0.35, 0.94, 2.33], [0.96, -2.14, 0.11], [-0.58, -0.33, 0.55], [0.32, -0.48, -1.00]]
}



Record 4
{
  "formula": "C5H9O5Sn",
  "method": "wB97M-V/def2-TZVPD",
  "mol_weight_g_mol": 267.8,
  "s2": 0.7531,
  "multiplicity": 2,
  "homo_ev": [-7.14, -9.94],
  "energy_ev": -21396.8545,
  "charge": 0,
  "lumo_energy_ev": [-1.48, -1.38],
  "species": ["C", "C", "O", "Sn", "H", "H", "H", "H", "H", "C", "C", "O", "C", "O", "O", "O", "H", "H", "H", "H"],
  "xyz": [[2.07974, -2.75306, 0.30596], [1.15075, -1.70943, -0.28530], [0.34323, -1.04306, 0.66505], [0.38082, -1.31608, 2.49695], [2.66645, -3.23671, -0.48791], [2.79087, -2.29147, 1.00855], [1.51013, -3.54287, 0.82023], [0.50101, -2.19062, -1.03846], [1.75123, -0.97007, -0.84576], [-0.68768, 1.02558, -0.19776], [-1.33156, 2.06862, 0.72616], [-2.04025, 2.98705, -0.09626], [-1.56953, 2.99160, -1.36122], [-0.81696, 1.94457, -1.58390], [-2.03105, 3.73071, -2.20070], [-1.48076, -0.07016, -0.32951], [0.40707, 1.06436, -0.25077], [-0.56576, 2.59672, 1.30679], [-2.08026, 1.60175, 1.37823], [-0.97749, -0.88742, -0.03039]],
  "forces_ev_per_a": [[0.21, -0.17, -0.05], [0.69, -0.42, -1.21], [1.51, -1.13, -2.63], [-0.15, -0.36, 4.52], [-0.19, 0.19, 0.13], [-0.21, -0.25, -0.12], [0.24, 0.22, -0.04], [0.08, 0.20, 0.29], [-0.26, -0.07, 0.28], [-1.59, 2.70, -2.49], [-0.02, -0.01, 0.09], [0.31, 0.50, 0.90], [-2.29, -0.32, -1.19], [1.07, -1.67, 1.27], [1.06, -0.15, 0.77], [0.21, 0.29, -0.43], [-0.50, -1.12, 0.54], [-0.18, 0.00, 0.01], [0.42, 0.04, -0.08], [-0.38, 1.51, -0.53]]
}



What did the fourth record say?
{
  "formula": "C5H9O5Sn",
  "method": "wB97M-V/def2-TZVPD",
  "mol_weight_g_mol": 267.8,
  "s2": 0.7531,
  "multiplicity": 2,
  "homo_ev": [-7.14, -9.94],
  "energy_ev": -21396.8545,
  "charge": 0,
  "lumo_energy_ev": [-1.48, -1.38],
  "species": ["C", "C", "O", "Sn", "H", "H", "H", "H", "H", "C", "C", "O", "C", "O", "O", "O", "H", "H", "H", "H"],
  "xyz": [[2.07974, -2.75306, 0.30596], [1.15075, -1.70943, -0.28530], [0.34323, -1.04306, 0.66505], [0.38082, -1.31608, 2.49695], [2.66645, -3.23671, -0.48791], [2.79087, -2.29147, 1.00855], [1.51013, -3.54287, 0.82023], [0.50101, -2.19062, -1.03846], [1.75123, -0.97007, -0.84576], [-0.68768, 1.02558, -0.19776], [-1.33156, 2.06862, 0.72616], [-2.04025, 2.98705, -0.09626], [-1.56953, 2.99160, -1.36122], [-0.81696, 1.94457, -1.58390], [-2.03105, 3.73071, -2.20070], [-1.48076, -0.07016, -0.32951], [0.40707, 1.06436, -0.25077], [-0.56576, 2.59672, 1.30679], [-2.08026, 1.60175, 1.37823], [-0.97749, -0.88742, -0.03039]],
  "forces_ev_per_a": [[0.21, -0.17, -0.05], [0.69, -0.42, -1.21], [1.51, -1.13, -2.63], [-0.15, -0.36, 4.52], [-0.19, 0.19, 0.13], [-0.21, -0.25, -0.12], [0.24, 0.22, -0.04], [0.08, 0.20, 0.29], [-0.26, -0.07, 0.28], [-1.59, 2.70, -2.49], [-0.02, -0.01, 0.09], [0.31, 0.50, 0.90], [-2.29, -0.32, -1.19], [1.07, -1.67, 1.27], [1.06, -0.15, 0.77], [0.21, 0.29, -0.43], [-0.50, -1.12, 0.54], [-0.18, 0.00, 0.01], [0.42, 0.04, -0.08], [-0.38, 1.51, -0.53]]
}